# 1
Computed, not measured: a 2-piece molecular cluster, C2H4NO2P overall in a non-equilibrium geometry, with ωB97M-V/def2-TZVPD.

Structure (XYZ):
```
10
Properties=species:S:1:pos:R:3:forces:R:3
C 0.68620 -1.10221 -1.54010 0.78 -0.74 -0.53
C 1.49712 -0.27247 -1.02154 -2.07 -0.98 -0.51
N 0.00306 0.11116 -1.11626 0.07 1.93 -1.52
H 0.43997 -2.00496 -2.08072 0.02 0.13 0.30
H 2.28559 0.20401 -0.57392 1.74 0.65 0.76
H -0.03277 0.75970 -1.97658 -0.50 -1.01 1.66
O -2.25602 0.50493 3.51785 0.04 -0.14 0.23
P -1.52992 1.26467 2.50468 0.63 -0.39 -1.06
O -0.59261 0.27655 1.61660 -0.83 0.14 2.57
H -0.50062 0.25862 0.66999 0.12 0.41 -1.90
```
Forces are in eV/Å.

## Properties
Energy above the lowest of the compared OMol25 structures with the same formula, charge and spin   80.45 kcal/mol
SMILES string   C1=CN1.O=PO
Max |F|   0.0525 Eh/bohr
Kohn-Sham gap   9.97 eV
E   -625.103060 hartree
E_HOMO   -9.5523 eV
Total charge   0

=====

# 2
Computed, not measured: a 2-piece molecular cluster, C2H2Cl3NO5 overall in a non-equilibrium geometry, with ωB97M-V/def2-TZVPD.

Structure (XYZ):
```
13
Properties=species:S:1:pos:R:3:forces:R:3
N 1.29287 -0.17322 -2.66393 0.66 -0.75 -2.64
O 2.46668 -0.46459 -2.99512 -2.18 0.74 1.05
O 1.05228 0.16232 -1.45945 -0.33 0.38 0.47
O 0.34009 -0.20312 -3.48487 1.57 0.12 2.04
C -0.21547 0.30093 1.60885 -1.02 -1.34 0.44
C -1.31976 -0.52551 0.93469 0.27 -1.00 -0.78
Cl -1.99907 -1.84554 1.93126 0.45 0.69 -0.06
Cl -2.58064 0.55187 0.35027 -0.32 -0.03 0.14
O -0.03079 1.36354 0.63255 3.74 0.85 0.13
O 1.21245 1.73905 0.61899 -2.15 -0.52 -0.87
Cl 1.21648 -0.66105 1.94013 -0.53 0.48 -0.16
H -0.58550 0.75783 2.53085 0.18 0.17 -0.14
H -0.84962 -1.00251 0.05579 -0.34 0.22 0.38
```
Forces are in eV/Å.

## Properties
Energy above the lowest of the compared OMol25 structures with the same formula, charge and spin   40.05 kcal/mol
Max |F|   0.0747 Eh/bohr
Kohn-Sham gap (alpha / beta)   4.43 / 4.52 eV
E   -1888.518384 hartree
E_HOMO (alpha / beta)   -9.7888 / -9.8459 eV
Total charge   0

=====

# 3
Computed, not measured: C31H57N2O2P2SSr as an isolated structure in a non-equilibrium geometry, with ωB97M-V/def2-TZVPD.

Structure (XYZ):
```
96
Properties=species:S:1:pos:R:3:forces:R:3
C 1.14351 -2.28193 -1.86058 0.15 -0.47 -0.16
C 2.19740 -2.24752 0.24224 -0.07 0.48 0.54
C 1.83179 -3.43864 -2.24239 -0.89 0.65 -0.70
C 2.84069 -3.48994 -0.07845 -0.07 -0.10 -0.60
C 2.67763 -4.06945 -1.32721 0.23 0.35 1.06
H 1.66365 -3.83967 -3.24505 0.10 0.07 0.37
H 3.49783 -3.90867 0.67685 -0.06 -0.08 -0.18
H 3.19864 -4.99425 -1.60040 -0.21 0.39 0.19
N 1.30267 -1.69203 -0.65670 0.07 -0.24 -0.24
P -1.38497 -0.97371 -2.10552 0.26 0.43 0.78
P 2.01417 0.07199 1.80311 -0.73 0.30 -1.02
C 0.16820 -1.62033 -2.86772 0.14 -0.22 -0.34
H 0.69286 -0.76000 -3.32154 -0.28 -0.36 0.17
H -0.11550 -2.30342 -3.68963 0.54 0.08 0.31
C 2.50423 -1.57907 1.46984 -0.20 -0.52 0.43
H 3.14421 -2.09775 2.19596 -0.09 0.09 -0.52
C 3.41447 1.21461 1.19617 -0.32 -0.09 1.03
C 1.49895 0.37758 3.60558 0.58 -0.08 -0.50
C -2.17627 0.37524 -3.21966 0.07 -0.61 0.06
C -2.43269 -2.46207 -1.69571 -0.33 0.35 -0.40
C 2.89013 2.65158 0.95970 0.29 -0.04 0.05
H 2.62190 3.16151 1.89823 0.14 -0.18 -0.35
H 3.69021 3.23707 0.47709 -0.17 -0.01 0.15
H 2.01574 2.68675 0.28966 0.26 -0.16 0.21
C 4.53544 1.20608 2.23952 0.44 0.46 -0.40
H 4.25248 1.72007 3.17027 0.12 -0.18 -0.32
H 4.84793 0.17603 2.46729 -0.07 0.31 -0.07
H 5.39515 1.74023 1.80746 0.05 -0.11 0.28
C 3.93630 0.60882 -0.11580 -0.02 0.00 0.15
H 4.67725 1.28521 -0.56265 -0.04 -0.05 0.14
H 4.41859 -0.35578 0.07522 -0.12 0.19 -0.08
H 3.13608 0.44927 -0.84527 0.15 -0.08 0.17
C 1.38281 1.89486 3.87849 0.10 -0.18 0.21
H 0.67341 2.37220 3.17651 0.27 -0.21 0.15
H 0.99033 2.05162 4.89970 0.17 -0.06 -0.31
H 2.34928 2.41448 3.80649 -0.36 -0.19 0.07
C 0.11947 -0.25726 3.89006 0.23 0.04 0.15
H -0.71146 0.25279 3.37102 0.31 -0.09 0.01
H 0.09961 -1.32889 3.65408 0.10 0.30 0.02
H -0.08955 -0.16206 4.97045 0.09 -0.02 -0.31
C 2.54703 -0.31423 4.47195 -0.15 0.18 0.69
H 3.55497 0.07286 4.29446 -0.26 -0.10 0.13
H 2.29054 -0.15251 5.52964 0.21 -0.19 -0.07
H 2.54958 -1.39154 4.26422 -0.01 0.23 0.13
C -3.62577 -1.98231 -0.82136 0.16 -0.22 -0.23
H -4.25834 -2.85990 -0.60187 0.12 0.36 -0.03
H -3.28955 -1.54789 0.13270 -0.19 -0.17 -0.44
H -4.23889 -1.22191 -1.33059 0.18 -0.33 0.20
C -1.58358 -3.48179 -0.90654 -0.05 0.14 -0.04
H -0.85591 -3.97440 -1.56571 -0.15 0.11 0.29
H -1.04460 -3.01881 -0.06772 -0.03 -0.32 -0.47
H -2.25760 -4.24877 -0.49074 0.17 0.21 -0.17
C -2.90511 -3.12648 -2.98897 -0.38 -0.47 0.17
H -3.26489 -4.13673 -2.73643 0.03 0.20 -0.29
H -3.72553 -2.56910 -3.45283 0.22 -0.32 0.10
H -2.07565 -3.21975 -3.70646 -0.31 -0.10 0.16
C -1.15664 0.77821 -4.28520 -0.01 0.07 -0.04
H -0.90125 -0.05810 -4.95184 -0.09 0.26 0.15
H -1.57317 1.59746 -4.89423 0.09 -0.22 0.11
H -0.24148 1.14408 -3.81021 -0.28 -0.18 -0.22
C -2.49574 1.61084 -2.33753 -0.27 -0.11 -0.11
H -1.58699 2.09520 -1.93504 -0.13 -0.27 -0.13
H -2.99172 2.37059 -2.96530 0.12 -0.20 0.15
H -3.16688 1.37478 -1.49463 0.27 0.02 -0.42
C -3.45316 -0.11427 -3.90321 -0.12 0.37 -0.19
H -3.22147 -0.93759 -4.59391 -0.22 0.31 0.21
H -4.21388 -0.42714 -3.17151 0.24 0.08 -0.42
H -3.86828 0.72594 -4.48874 0.03 -0.34 0.14
Sr -0.25797 0.35141 0.12667 0.33 -0.65 0.12
C -1.31080 -1.53160 1.52535 -1.89 -1.76 2.27
O -1.99286 -2.09322 2.24482 1.35 0.91 -1.37
N 1.01707 1.32080 -1.64526 1.46 2.12 -1.89
C 1.57938 2.09345 -2.30840 -1.34 -1.70 1.14
C 2.22548 3.00793 -3.22714 0.39 0.37 -0.24
C 3.72505 2.70527 -3.15146 0.34 -0.08 0.15
C 1.65200 2.69362 -4.61302 -0.23 -0.06 -0.21
C 1.88437 4.42666 -2.75248 -0.09 0.17 0.23
H 4.08119 2.88320 -2.12039 0.01 -0.04 -0.56
H 3.88801 1.63979 -3.39279 0.13 0.50 0.04
H 4.27843 3.34538 -3.86108 -0.24 -0.31 0.33
H 0.56598 2.88371 -4.60051 0.48 -0.05 -0.24
H 2.11903 3.31396 -5.39579 -0.09 -0.23 0.41
H 1.82880 1.62529 -4.82870 -0.12 0.48 -0.16
H 2.35594 5.17495 -3.41504 -0.27 -0.33 0.36
H 0.78668 4.55653 -2.75032 0.45 0.14 -0.13
H 2.24296 4.55605 -1.71424 -0.05 0.14 -0.50
C -0.63327 3.95724 0.62363 -2.27 -0.18 -1.64
S -1.86338 2.30610 1.14888 2.98 -0.57 1.76
C -2.33604 3.03566 2.66169 -1.21 0.41 0.36
O -2.74331 1.06009 0.77331 0.06 2.16 -0.83
H 0.18007 3.98929 1.30747 0.38 -0.96 0.94
H -1.26466 4.81583 0.75242 -0.38 0.34 -0.08
H -0.28217 3.88317 -0.39839 -0.15 -0.27 -0.13
H -2.85415 3.95503 2.39391 -0.30 0.03 0.61
H -2.98437 2.32252 3.19791 0.29 0.42 -0.18
H -1.43382 3.26897 3.23091 -0.04 -0.17 -0.09
```
Forces are in eV/Å.

## Properties
Energy above the lowest of the compared OMol25 structures with the same formula, charge and spin   91.64 kcal/mol
Max |F|   0.0683 Eh/bohr
Kohn-Sham gap (alpha / beta)   3.37 / 3.37 eV
E   -2586.697781 hartree
E_HOMO (alpha / beta)   -8.1557 / -8.1556 eV
Total charge   +1

=====

# 4
Computed, not measured: a 2-piece molecular cluster, C2H2IN overall in a non-equilibrium geometry, with ωB97M-V/def2-TZVPD.

Structure (XYZ):
```
6
Properties=species:S:1:pos:R:3:forces:R:3
C -0.23261 -1.96787 0.19528 -1.21 -0.68 0.90
C -1.10679 -2.31066 1.21438 0.91 1.57 -2.48
N 0.42665 -1.76038 -0.71522 1.28 0.47 -1.39
I -4.04540 0.15926 -0.07891 0.75 -0.67 0.33
H -1.50689 -3.24288 1.23651 -1.23 -2.52 0.12
H -1.20729 -1.63230 1.95560 -0.50 1.83 2.51
```
Forces are in eV/Å.

## Properties
Energy above the lowest of the compared OMol25 structures with the same formula, charge and spin   80.80 kcal/mol
Max |F|   0.0612 Eh/bohr
Kohn-Sham gap (alpha / beta)   4.09 / 4.08 eV
E   -429.696547 hartree
E_HOMO (alpha / beta)   -8.6234 / -8.6078 eV
Total charge   0